# 1
63
Properties=species:S:1:pos:R:3:nbo_charge:R:1 method="wB97M-V/def2-TZVPD" orbital_gap_ev="6.71 / 4.98" s_squared=6.066 multiplicity=5 e_homo_ev="-14.519 / -14.496" largest_force_ha_per_bohr=0.087 total_charge=+2 e_tot_ha=-2493.1815
P -0.159 -1.887 -4.681 1.52
P -0.329 1.589 -5.019 0.84
C -0.563 -0.877 -6.213 -0.72
C 0.239 0.424 -6.304 -0.75
H -1.658 -0.690 -6.208 0.25
H -0.336 -1.484 -7.108 0.28
H 1.322 0.291 -6.218 0.24
H 0.084 0.968 -7.239 0.26
C -1.710 2.482 -5.789 -0.97
H -2.059 3.287 -5.124 0.25
H -2.545 1.802 -6.018 0.25
H -1.356 2.964 -6.736 0.26
C 0.940 2.920 -5.113 -0.93
H 0.659 3.600 -5.919 0.26
H 1.938 2.510 -5.322 0.25
H 0.964 3.476 -4.169 0.23
C -1.165 -3.352 -4.941 -0.98
H -1.080 -4.016 -4.078 0.28
H -0.804 -3.842 -5.846 0.29
H -2.220 -3.106 -5.086 0.28
C 1.548 -2.506 -5.048 -0.94
H 2.224 -1.655 -5.219 0.26
H 1.507 -3.137 -5.949 0.28
H 1.890 -3.068 -4.171 0.27
Ru -1.214 -2.047 -1.454 0.95
C 0.960 2.459 -1.794 0.07
C -0.341 2.228 -1.628 0.03
C -1.378 1.641 -2.482 -0.49
C -1.439 0.068 -2.837 -0.41
C -0.202 -0.851 -3.102 -0.32
C 1.277 -0.631 -2.891 -0.12
C 1.861 0.616 -3.209 -0.57
C 2.134 1.544 -1.979 -0.47
C 0.246 -3.211 -0.731 -0.79
H 1.268 3.387 -1.290 0.28
H -0.767 2.295 -0.616 0.35
H -1.530 2.235 -3.424 0.29
H -2.353 1.897 -1.974 0.27
H -2.067 -0.367 -2.010 0.20
H -2.070 -0.066 -3.740 0.26
H -0.860 -2.622 -2.964 0.01
H 1.718 -1.451 -2.421 0.22
H 0.907 1.116 -3.596 0.24
H 2.706 0.684 -3.990 0.27
H 2.433 1.014 -1.032 0.32
H 3.003 2.215 -2.190 0.27
H 1.008 -2.514 -0.332 0.25
H 0.729 -3.983 -1.357 0.22
H -0.182 -3.715 0.175 0.25
F -1.260 2.396 1.207 -0.35
C -1.127 1.394 2.133 0.94
F -0.411 1.956 3.176 -0.31
F -2.382 1.127 2.583 -0.31
C -0.444 0.006 1.476 0.12
O -0.826 -0.363 0.289 -0.88
C 1.125 0.337 1.624 0.94
F 1.624 0.302 2.893 -0.29
F 1.843 -0.547 0.889 -0.34
F 1.397 1.586 1.139 -0.35
C -0.697 -1.033 2.716 0.94
F -0.630 -0.459 3.964 -0.30
F -1.920 -1.586 2.585 -0.31
F 0.240 -2.028 2.688 -0.33

# 2
159
Properties=species:S:1:pos:R:3:lowdin_charge:R:1 method="wB97M-V/def2-TZVPD" orbital_gap_ev="1.69 / 8.16" s_squared=0.751 multiplicity=2 e_homo_ev="0.355 / -6.182" largest_force_ha_per_bohr=0.077 total_charge=-1 e_tot_ha=-2666.7202
C 4.484 4.260 -0.232 -0.19
O 5.862 3.971 -0.198 -0.12
H 4.103 4.437 -1.238 0.07
H 3.948 3.405 0.181 0.06
H 4.239 5.111 0.405 0.08
H 6.275 4.819 -0.374 0.07
C -3.699 2.767 -2.244 -0.24
O -3.453 1.978 -1.100 -0.19
H -4.213 3.673 -1.923 0.05
H -2.746 3.195 -2.556 0.05
H -4.260 2.340 -3.075 0.07
H -3.425 2.597 -0.368 0.01
C 1.280 5.113 2.711 -0.22
O 1.426 6.344 2.033 -0.14
H 1.108 5.179 3.785 0.06
H 0.523 4.417 2.349 0.05
H 2.183 4.508 2.626 0.06
H 0.639 6.581 1.537 0.00
C -3.410 1.712 7.300 -0.08
C -3.896 1.251 5.909 -0.46
C -2.794 1.134 4.910 -0.21
O -3.346 0.579 3.665 -0.22
C -2.355 0.513 2.560 -0.09
N -4.339 -0.035 6.312 0.01
H -2.891 2.668 7.226 0.07
H -2.835 0.977 7.864 0.08
H -4.350 1.863 7.829 0.07
H -4.722 1.836 5.507 0.15
H -2.055 0.377 5.172 0.11
H -2.150 1.988 4.699 0.11
H -2.745 0.210 1.588 0.07
H -1.487 -0.087 2.832 0.06
H -1.933 1.493 2.341 0.06
H -3.521 -0.554 6.596 0.07
H -4.572 -0.482 5.437 0.07
C -0.300 5.539 -1.804 -0.07
C 0.335 6.583 -0.810 -0.44
C 0.778 7.848 -1.478 -0.20
O -0.149 8.239 -2.539 -0.19
C 0.197 9.562 -2.939 -0.15
N -0.670 6.937 0.159 0.03
H 0.403 5.177 -2.554 0.07
H -1.129 6.071 -2.271 0.06
H -0.649 4.634 -1.305 0.04
H 1.239 6.049 -0.518 0.12
H 1.577 7.385 -2.057 0.12
H 1.006 8.648 -0.774 0.13
H -0.163 10.310 -2.233 0.08
H -0.289 9.714 -3.903 0.08
H 1.217 9.909 -3.102 0.08
H -1.432 6.276 0.188 0.03
H -1.247 7.698 -0.169 0.08
C -1.678 -7.512 2.689 -0.07
C -2.622 -6.325 2.752 -0.46
C -2.576 -5.489 1.460 -0.23
O -3.274 -4.278 1.559 -0.20
C -2.927 -3.248 0.598 -0.07
N -3.959 -6.868 2.921 0.04
H -2.083 -8.088 1.856 0.08
H -1.701 -8.102 3.605 0.08
H -0.665 -7.131 2.559 0.06
H -2.341 -5.695 3.595 0.13
H -3.185 -5.966 0.692 0.12
H -1.573 -5.413 1.041 0.12
H -3.282 -3.481 -0.406 0.08
H -1.841 -3.155 0.624 0.06
H -3.362 -2.298 0.909 0.08
H -3.933 -7.472 2.111 0.06
H -4.488 -6.025 2.751 0.07
C -0.968 -1.659 -7.800 -0.04
C -1.347 -0.283 -7.151 -0.51
C -2.088 -0.686 -5.857 -0.14
C -2.068 0.427 -4.811 -0.18
C -0.683 1.015 -4.507 -0.11
C 0.069 1.408 -5.832 -0.47
N -0.014 0.328 -6.848 -0.11
O 0.731 0.646 -8.003 -0.02
C -0.419 2.770 -6.390 -0.04
C 1.545 1.590 -5.473 -0.05
C -2.227 0.500 -8.065 -0.04
H -1.942 -2.146 -7.754 0.07
H -0.164 -2.173 -7.272 0.08
H -0.711 -1.469 -8.842 0.07
H -3.087 -1.097 -6.003 0.12
H -1.587 -1.548 -5.418 0.10
H -2.498 0.088 -3.869 0.10
H -2.659 1.256 -5.202 0.10
H -0.185 0.296 -3.857 0.09
H -0.839 1.906 -3.899 0.10
H -1.400 2.823 -6.861 0.06
H -0.336 3.602 -5.691 0.08
H 0.212 3.012 -7.246 0.08
H 1.588 2.494 -4.865 0.08
H 1.872 0.714 -4.913 0.07
H 2.213 1.734 -6.322 0.08
H -2.935 -0.107 -8.629 0.09
H -1.637 1.118 -8.742 0.09
H -2.767 1.245 -7.480 0.07
H 1.517 0.177 -7.711 0.10
C 3.329 -4.488 6.491 -0.03
C 3.439 -3.633 5.196 -0.51
C 4.021 -4.489 4.057 -0.12
C 3.119 -5.398 3.156 -0.19
C 1.895 -4.594 2.766 -0.13
C 1.166 -4.010 4.078 -0.37
N 2.108 -3.123 4.924 -0.13
O 1.495 -2.368 5.954 -0.02
C 0.102 -3.005 3.469 -0.03
C 0.497 -5.214 4.855 -0.01
C 4.299 -2.367 5.419 -0.04
H 2.733 -3.938 7.219 0.08
H 2.937 -5.494 6.344 0.07
H 4.318 -4.558 6.944 0.08
H 4.660 -4.003 3.320 0.11
H 4.802 -5.045 4.576 0.11
H 3.777 -5.678 2.333 0.10
H 2.901 -6.371 3.596 0.10
H 1.279 -5.312 2.223 0.10
H 2.177 -3.868 2.003 0.10
H 0.588 -2.154 2.991 0.07
H -0.496 -2.507 4.232 0.07
H -0.524 -3.501 2.728 0.06
H 1.269 -5.971 4.993 0.05
H -0.306 -5.694 4.295 0.05
H 0.219 -4.901 5.862 0.08
H 4.117 -1.627 4.640 0.08
H 4.098 -1.759 6.301 0.08
H 5.377 -2.527 5.412 0.08
H 1.334 -1.515 5.544 0.09
C -0.046 -2.636 -2.520 -0.04
C 0.935 -1.822 -1.638 -0.47
C 2.281 -1.634 -2.504 -0.10
C 3.148 -0.465 -1.920 -0.17
C 2.294 0.791 -1.828 -0.12
C 1.058 0.594 -0.832 -0.44
N 0.290 -0.546 -1.322 -0.11
O -1.047 -0.674 -0.859 -0.02
C 1.569 0.359 0.580 -0.04
C 0.218 1.946 -0.803 -0.02
C 1.255 -2.714 -0.426 -0.05
H -0.448 -2.059 -3.353 0.06
H -0.887 -3.097 -2.004 0.07
H 0.559 -3.362 -3.063 0.08
H 2.855 -2.560 -2.473 0.11
H 2.037 -1.425 -3.545 0.10
H 4.045 -0.349 -2.529 0.10
H 3.528 -0.697 -0.925 0.09
H 2.062 1.271 -2.779 0.08
H 2.928 1.616 -1.503 0.10
H 0.692 0.089 1.168 0.08
H 2.182 -0.542 0.539 0.05
H 2.206 1.185 0.894 0.08
H 0.459 2.591 0.042 0.06
H 0.237 2.563 -1.702 0.05
H -0.849 1.809 -0.630 0.05
H 0.532 -2.484 0.356 0.07
H 2.283 -2.606 -0.080 0.07
H 1.244 -3.777 -0.670 0.08
H -1.648 -0.400 -1.556 0.08

Among the records above, which one has the highest multiplicity?
C19H31F9OP2Ru

Among the records above, which one has the lowest multiplicity?
C42H102N6O9

Which of these has the highest multiplicity?
C19H31F9OP2Ru